1.
6
Properties=species:S:1:pos:R:3:forces:R:3:lowdin_charge:R:1 method="wB97M-V/def2-TZVPD" energy_ev=-101032.4892 homo_ev="-7.6 / -9.6" spin_multiplicity=3 fmax_ev_per_a=0.71 s2=2.01 charge=0
P 1.357 -0.150 -0.801 0.1827 0.6567 -0.1946 -0.079
S 0.736 1.799 -1.378 0.1457 -0.5697 -0.1931 0.206
S -1.173 -1.088 0.807 -0.2811 -0.4961 0.3890 0.274
Br 0.991 -1.177 -2.698 0.0092 -0.0941 -0.1884 0.090
H 0.635 2.206 -0.115 0.0047 0.1253 0.3441 -0.219
H -0.948 -2.320 1.336 -0.0612 0.3780 -0.1569 -0.272

***

2.
8
Properties=species:S:1:pos:R:3:forces:R:3:lowdin_charge:R:1 method="wB97M-V/def2-TZVPD" energy_ev=-84963.0540 homo_ev=-8.3 fmax_ev_per_a=5.79 charge=0 de_lowest_ev=1.272
N 0.999 -0.658 -0.679 -0.4912 3.4685 -4.6122 -0.166
O 0.617 1.086 1.176 0.4214 -1.1548 -1.1851 -0.330
O -1.788 0.920 -0.539 2.8464 0.7187 -1.0212 -1.094
P 0.606 0.947 -0.448 -2.7544 -0.3882 0.8595 0.969
Br -2.656 -0.033 0.644 -0.0766 -0.6696 0.8005 0.506
H 0.967 -1.368 -0.090 -0.2030 -3.6416 4.0674 -0.022
H 0.732 -1.074 -1.597 0.4370 1.0010 0.6682 0.086
H 0.521 0.180 1.533 -0.1796 0.6661 0.4228 0.051